Density functional theory data (the ωB97M-V functional and the def2-TZVPD basis) for 7 unconnected molecules or ions with the total composition C30H79N5O12.

```
126
C30H79N5O12, DFT the ωB97M-V functional and the def2-TZVPD basis
O -3.02002 -4.33404 2.73877
O 3.99245 4.64694 -3.44286
O -1.97047 -1.53285 4.51402
O -0.80930 4.90155 -3.46773
O 0.92484 2.69842 0.22417
O 3.76527 -3.79564 -0.29552
O 1.20845 -4.49415 -4.06935
O 1.11483 -4.99366 0.18281
O 1.67016 5.49718 3.01006
O -0.53637 0.58286 -1.05993
O -4.88316 0.62349 -1.02099
O 4.43563 -1.73754 -2.17033
N -3.50665 -1.67634 1.56764
N -0.27653 -2.57121 2.53700
N 1.29797 3.12656 -2.70193
N 1.17365 -1.02269 -2.87638
N -0.22405 5.83167 5.24375
C 5.08643 5.26872 -2.75003
C 0.05618 0.47555 0.26168
C 3.57895 -2.39848 0.10941
C 0.13981 -4.08878 0.67313
C -4.22492 -4.05794 1.98615
C -1.86839 5.82955 -3.13302
C -1.10761 3.55879 -3.12068
C -2.55156 -5.68323 2.68611
C 0.74098 -2.43265 -2.95596
C 4.52343 -1.50494 -0.72994
C 1.77073 5.64302 1.60061
C -0.53182 3.38572 5.15680
C 0.38363 4.56560 4.81986
C -3.96445 1.71485 -1.16021
C 1.66784 -5.17712 -5.20030
C -3.70156 -1.13061 0.27072
C 0.20394 -1.64719 3.63396
C -0.88656 -0.69465 4.14780
C 0.71035 -3.51005 1.99752
C 1.48901 -3.11265 -4.04180
C 1.28527 1.35371 0.34307
C 3.76127 3.36515 -2.88944
C -4.53562 -2.54833 2.03705
C -3.02090 -0.76947 4.97946
C 0.07386 2.73635 -3.51020
C -0.77569 -2.43685 -3.16272
C 2.54933 2.66933 -3.39095
C -4.81104 -0.05946 0.23239
C 0.59166 -5.74324 -0.88879
C 0.68249 4.51120 3.31945
H -1.95755 3.21857 -3.70387
H 0.24165 2.94329 -4.63402
H 2.75834 -5.13680 -5.32854
H -3.90433 -1.87627 -0.55077
H 5.02538 6.36924 -2.95721
H -1.17973 5.82573 4.75885
H 2.93575 -4.25169 -0.25343
H 4.32600 -0.46972 -0.56111
H -1.28652 3.52761 -2.04539
H 1.68622 1.27183 1.32281
H -2.10210 5.79117 -2.05090
H 0.25509 -0.58957 0.49306
H -4.70316 0.67414 1.08813
H -2.65714 -0.13694 5.87787
H -2.71658 5.58107 -3.73699
H -0.07536 -3.29583 -0.09261
H 0.46024 6.60031 5.00658
H 0.39030 -5.10034 -1.75072
H 1.09791 3.48942 2.91027
H -1.60924 -5.65867 3.18982
H 6.06748 4.97009 -3.16891
H 2.29068 4.79626 1.18848
H 0.89684 -4.29144 2.72874
H -1.20587 -1.81556 -2.36566
H 2.17728 -0.87276 -2.73813
H 1.20429 -4.76347 -6.12027
H 0.49544 -2.19065 4.55586
H -0.38157 -0.27421 5.07301
H -0.04316 0.00668 -1.63995
H -2.35386 -5.98412 1.60188
H -3.53959 -0.13399 4.22769
H -1.07684 -3.07829 2.87909
H -4.30501 2.72406 -0.80567
H 2.67171 1.64307 -3.07522
H 0.95517 -0.50225 -3.70075
H -3.28953 -6.33954 3.17233
H -5.75598 -0.57127 0.29575
H 1.21482 4.14901 -2.86570
H -0.76488 3.31239 6.23683
H 2.56188 -2.91338 -3.90947
H 1.28421 4.50188 5.35736
H -2.55461 -1.92836 1.74490
H -2.98296 1.49793 -0.82503
H -5.45962 -2.37415 1.44507
H 0.86990 5.86765 1.16381
H 4.43258 -2.72028 -2.13872
H -0.18898 4.69674 2.69285
H -4.72992 -2.30718 3.12377
H 4.68715 2.71709 -2.92926
H -3.77634 -1.44715 5.35698
H -1.40766 6.78395 -3.34473
H -4.17030 -4.39246 0.91654
H 2.43271 6.55537 1.41845
H -0.66959 0.93773 0.90310
H 2.04048 0.88692 -0.32959
H -1.45757 3.30488 4.57974
H 1.00162 -1.02843 3.29860
H -1.20129 -3.42215 -3.22657
H 2.40248 2.72673 -4.50694
H 1.07979 -2.85398 -2.01409
H 0.10656 2.50964 4.92679
H 5.00944 5.04491 -1.67428
H -0.99164 -1.86213 -4.05715
H 1.38047 -6.49315 -1.16025
H 3.86778 -2.24547 1.14910
H -0.32255 -6.27188 -0.61117
H 1.61348 -2.87846 1.86377
H 0.95298 2.98123 -0.67948
H -3.94459 1.86104 -2.22200
H -0.12274 1.70566 -3.38689
H 2.52607 -2.07702 -0.04787
H -1.14452 0.10847 3.49179
H 1.19692 -2.69149 -5.05449
H -2.76362 -0.62555 -0.09035
H -5.02400 -4.65245 2.50574
H 5.54392 -1.67258 -0.39837
H -0.81637 -4.54644 0.94479
H 3.57693 3.49110 -1.79378
H 1.24718 -6.16780 -5.17822
```

E, eV: -64404.7292
2S+1: 1
Kohn-Sham gap, eV: 8.93
ΔE to the lowest compared entry with this formula, charge and spin, kcal/mol: 36.3

Density functional theory data (the ωB97M-V functional and the def2-TZVPD basis) for 9 unconnected molecules or ions with the total composition C30H79N6O24S8.

```
147
C30H79N6O24S8, DFT the ωB97M-V functional and the def2-TZVPD basis
S -1.42925 12.23372 -11.47135
S -3.01673 -9.45982 5.17605
S 4.73781 3.03324 -11.20038
S -0.98710 2.51580 0.34549
S 1.55122 -3.00644 11.18035
S -0.17739 6.67089 -9.12368
S -3.04033 7.43568 -3.82984
S 2.67639 -8.87918 7.42208
O 1.27721 6.23398 -8.63207
O -0.61594 5.77284 -10.14539
O -1.82779 2.76795 1.48063
O -0.69218 11.27832 -10.69684
O 2.86453 -7.49219 7.11438
O 0.46206 2.08017 0.86848
O -2.09975 6.64787 -3.08499
O 4.29729 2.11183 -12.19937
O -0.47226 12.82605 -12.60228
O -2.68943 11.89509 -12.05314
O -3.35359 8.77422 -3.43451
O -3.39809 -10.40353 4.17787
O 2.29981 -3.86346 12.04410
O 4.07411 -9.63189 7.30688
O -4.39935 6.60468 -3.97851
O 3.92329 3.33440 -10.06027
O -3.86727 -9.16081 6.28408
O 0.36459 -3.47201 10.52215
O -1.39773 1.61073 -0.68489
O -0.99260 6.93561 -7.97242
O 6.19097 2.60548 -10.69602
O 2.53745 -2.38698 10.08763
O -1.56323 -9.80980 5.71934
O 2.01840 -9.29313 8.62208
N -0.87004 -4.50311 6.21596
N -1.79263 -4.49107 3.98947
N -2.50211 -3.61308 3.24763
N -2.12529 -2.76574 5.24466
N -3.90762 -1.21762 2.47599
N -3.31206 -1.44577 3.72769
C -5.03451 6.12342 -2.78402
C -1.41265 -10.86538 6.69132
C -0.78135 11.33726 -14.52981
C 1.87371 -9.64483 6.05860
C 0.55023 0.97388 1.77513
C -1.69979 -5.31320 7.16920
C -2.18853 -4.47050 8.37981
C -3.29618 -5.28775 9.09478
C 3.31845 -3.29589 9.29023
C 5.04932 -9.49947 9.55817
C 0.34408 -0.35962 1.07866
C -1.61635 13.71635 -10.53892
C -0.51663 4.04320 -0.38785
C -1.57805 -3.97170 5.17717
C 2.47765 -3.99079 8.24018
C 1.16237 3.79092 -8.40503
C -3.55847 -4.66934 10.49252
C 1.38400 5.12510 -7.72037
C 5.20926 4.53638 -11.98874
C 0.17454 11.90276 -13.49679
C -1.53973 -12.24402 6.07393
C 5.17973 -9.13991 8.09076
C 6.06226 0.17145 -10.40916
C -2.58719 7.43422 -5.53002
C -2.69321 -2.55047 4.04150
C 6.28996 1.52136 -9.75595
C 1.17829 -1.50590 12.02421
C -5.73562 7.23010 -2.01886
C -2.55852 -7.94841 4.38691
C 0.28586 8.19634 -9.86988
H -2.51725 -5.86049 6.68598
H -0.65359 13.99519 -10.11878
H 0.66069 11.10678 -12.92892
H -2.55042 -12.42120 5.70714
H 0.69639 5.26069 -6.88223
H 5.28684 -8.06206 7.95457
H 0.78460 -0.78845 11.30841
H -3.42453 -1.75118 1.76095
H -1.30076 12.14132 -15.05190
H -3.52189 -3.58045 10.38003
H -2.23494 -7.24289 5.14847
H -0.57085 -3.68942 6.75177
H -1.76186 -8.14891 3.67201
H 0.26753 3.85578 -1.11700
H -4.30828 5.60502 -2.15384
H 4.08731 -2.69434 8.80751
H 1.35696 2.96879 -7.71508
H 6.07301 -9.60755 7.67983
H -2.52781 -3.47260 8.07694
H 2.08254 -1.13215 12.49692
H 7.30016 1.56313 -9.35093
H -1.69604 8.04803 -5.63395
H 1.05331 8.00274 -10.61514
H 6.71806 0.04745 -11.27143
H 1.01603 -0.45579 0.22603
H -3.87639 -0.23163 2.23310
H 0.84678 -9.28514 6.06040
H 4.88796 -10.57122 9.67735
H -2.79835 -3.72977 2.29158
H -0.59907 8.61175 -10.34771
H -1.02452 -6.06246 7.60145
H -2.33140 13.51227 -9.74459
H -0.15597 1.10487 2.59859
H -2.93069 -6.31882 9.16928
H -4.17533 -5.24428 8.43914
H 5.60069 1.68041 -8.92411
H -0.67443 -0.45286 0.69885
H 1.81561 3.69197 -9.27064
H -1.46062 -5.40094 3.70147
H 0.64885 8.87301 -9.10119
H 2.39522 5.16113 -7.31684
H 5.03729 0.07316 -10.76545
H 0.42495 -1.73437 12.77541
H 6.25118 -0.63290 -9.69759
H -3.43821 -7.57058 3.86757
H -1.99917 14.49536 -11.19344
H -1.30853 -13.01303 6.81057
H -0.41574 -10.74515 7.10998
H -6.41716 7.77505 -2.67250
H -5.76733 5.38489 -3.10692
H 3.82866 -4.01969 9.92832
H -1.54107 10.71043 -14.06382
H 1.55189 1.00902 2.20075
H 1.92623 -3.25879 7.64575
H 1.74517 -4.65271 8.70177
H -0.17401 4.72009 0.39028
H -6.29772 6.81740 -1.18025
H 3.10029 -4.59150 7.57717
H 0.13596 3.69613 -8.76049
H 2.37409 -9.36081 5.13646
H -2.37869 6.41594 -5.84274
H 0.52579 -1.18365 1.77173
H 5.94869 -9.21079 10.10211
H -3.40097 7.86187 -6.10986
H -5.02055 7.95102 -1.62385
H 5.97669 4.31884 -12.72741
H 1.89257 -10.72371 6.19592
H -1.39445 4.45347 -0.88493
H -4.54274 -4.99244 10.84127
H -0.24129 10.72954 -15.25627
H -3.36348 -0.74053 4.45071
H 4.20076 -8.99159 10.01585
H -0.86442 -12.34817 5.22328
H -1.30660 -4.38364 9.03127
H 0.95933 12.46706 -13.99846
H 5.57404 5.23183 -11.23737
H -2.75546 -5.00392 11.15475
H 4.32385 4.93725 -12.47800
H -2.12168 -10.73458 7.51025
```

Net charge: +1
E, eV: -177143.1098
2S+1: 1
Kohn-Sham gap, eV: 8.97

Number 1: largest force on an atom 0.0839 Eh/bohr, highest occupied orbital energy -8.305 eV. Number 2: largest force on an atom 0.0535 Eh/bohr, highest occupied orbital energy -11.667 eV.